DFT (ωB97M-V with the def2-TZVPD basis set) results for 9 unconnected molecules or ions with the total composition C30H66Cl12O9 in a non-equilibrium geometry.

Its gap between HOMO and LUMO is 9.79 eV. Its energy above the lowest of the compared OMol25 structures with the same formula, charge and spin is 0.00 kcal per mole. The value obtained for the HOMO energy is -9.35 eV. As for the SMILES: COCCOCCOC.COCCOCCOC.COCCOCCOC.ClCCCl.ClCCCl.ClCCCl.ClCCCl.ClCCCl.ClCCCl. Its maximum force is 2.42 eV Å⁻¹.

Positions of all 117 atoms, in Å:
C  -1.61524  -1.13380  -5.41105
O  -0.87354  -0.78709  -4.27371
C  0.25514  -0.02767  -4.62267
C  -0.03986  1.41185  -4.88281
O  -0.52970  2.05546  -3.70768
C  -1.90840  1.80279  -3.35169
C  -2.43525  3.01662  -2.59199
O  -3.49640  3.63218  -3.23791
C  -3.12322  4.43682  -4.36123
H  -0.99794  -1.65974  -6.13953
H  -2.05339  -0.27114  -5.94860
H  -2.44388  -1.78091  -5.10899
H  0.75380  -0.45946  -5.49673
H  0.95039  -0.14250  -3.76980
H  -0.69884  1.50681  -5.75601
H  0.89132  1.91301  -5.15325
H  -1.89037  0.83309  -2.79411
H  -2.55802  1.57479  -4.20793
H  -1.62152  3.73546  -2.49078
H  -2.82008  2.73616  -1.61225
H  -2.42977  5.23844  -4.04396
H  -4.06871  4.88713  -4.71913
H  -2.68315  3.76903  -5.13988
C  8.42832  -0.85361  1.41798
O  7.37731  -1.67984  1.82731
C  7.86337  -2.60541  2.73867
C  6.70100  -3.49654  3.02286
O  5.84037  -2.75093  3.82234
C  4.74335  -3.57139  4.07153
C  3.69262  -2.78609  4.63513
O  3.03970  -2.12644  3.55296
C  2.19543  -1.13788  4.07934
H  9.01862  -0.45636  2.27791
H  7.98458  -0.04849  0.81269
H  9.11949  -1.45036  0.78818
H  8.20687  -2.06527  3.62853
H  8.68079  -3.19738  2.31269
H  6.97484  -4.40830  3.57771
H  6.21138  -3.82456  2.08714
H  5.04640  -4.34448  4.77573
H  4.29154  -4.06057  3.18930
H  4.18733  -2.00210  5.26746
H  2.97381  -3.43566  5.20599
H  1.44410  -1.59042  4.75081
H  1.69304  -0.56837  3.30121
H  2.81904  -0.47351  4.70520
C  -5.02237  -3.10568  -6.07976
O  -4.73890  -3.12248  -4.69480
C  -5.88825  -3.31896  -3.89355
C  -5.65374  -3.81875  -2.51185
O  -5.33312  -2.81587  -1.52668
C  -4.14904  -2.12838  -1.84615
C  -3.81069  -1.16749  -0.71918
O  -4.92553  -0.34151  -0.45356
C  -5.27294  0.43795  -1.57817
H  -4.10105  -3.12290  -6.66759
H  -5.63144  -2.23002  -6.35825
H  -5.64163  -3.97666  -6.32315
H  -6.45398  -4.15639  -4.32406
H  -6.52804  -2.41439  -3.86052
H  -4.81184  -4.53482  -2.47714
H  -6.60655  -4.31593  -2.22504
H  -4.35119  -1.52402  -2.73786
H  -3.29481  -2.82517  -2.00601
H  -2.92423  -0.56502  -1.00857
H  -3.59401  -1.71205  0.19536
H  -5.68613  -0.18109  -2.37089
H  -4.42717  0.98586  -2.02183
H  -6.01967  1.15042  -1.23613
Cl  -1.82543  3.65343  1.03021
C  -3.13843  4.82662  1.14463
C  -4.39277  4.42649  0.41871
Cl  -5.03794  2.89055  1.13757
H  -2.68720  5.72965  0.73788
H  -3.36637  4.95257  2.20294
H  -4.19659  4.27567  -0.64712
H  -5.15098  5.19670  0.60144
Cl  -0.11973  6.33209  5.28242
C  -0.36178  4.56408  5.02970
C  0.49953  4.01557  3.92545
Cl  0.36206  2.19582  3.80185
H  -1.43515  4.40835  4.91580
H  0.00311  4.13591  5.95698
H  1.54684  4.22820  4.08846
H  0.20310  4.36685  2.93475
Cl  5.35864  2.21229  1.09649
C  4.28889  3.50787  1.68515
C  3.30263  3.94994  0.60053
Cl  2.29270  5.24352  1.27402
H  4.90247  4.34849  2.03771
H  3.72761  3.10496  2.52995
H  2.69511  3.11426  0.29461
H  3.87752  4.32079  -0.25074
Cl  2.00027  0.71572  -0.48517
C  0.27568  1.10143  -0.29367
C  -0.44735  0.35893  0.82587
Cl  -0.52025  -1.40464  0.43624
H  -0.26096  0.93587  -1.24266
H  0.21793  2.16219  -0.02295
H  -1.47332  0.71080  0.93652
H  0.10928  0.50776  1.75847
Cl  5.62234  -1.54922  -1.19356
C  4.62257  -1.59170  0.32582
C  3.58326  -2.65244  0.26575
Cl  4.27746  -4.32873  0.25031
H  4.05317  -0.66234  0.27377
H  5.19398  -1.67050  1.26300
H  2.98847  -2.50116  -0.63483
H  2.96081  -2.53395  1.14755
Cl  -0.83688  -2.95565  6.22934
C  -1.88708  -3.20190  4.79998
C  -1.43931  -2.49108  3.56707
Cl  -1.48832  -0.72099  3.80852
H  -2.89958  -2.96395  5.14015
H  -1.78372  -4.27293  4.62035
H  -2.05820  -2.78551  2.71743
H  -0.38845  -2.75673  3.37574